# 1
A structure of composition C43H63IrN5O2S, computed with ωB97M-V with the def2-TZVPD basis set.

Geometry as XYZ:
```
115
C43H63IrN5O2S | OMol25 | ωB97M-V with the def2-TZVPD basis set
Ir -1.049 -0.003 1.185
C -4.333 -1.922 1.411
N -2.877 -2.048 1.297
C -2.401 -2.722 2.518
C -2.549 -2.814 0.072
C -1.708 -2.063 -0.974
N -0.447 -1.533 -0.439
C 0.385 -0.929 -1.500
C -0.154 0.216 -2.301
C 0.000 0.160 -3.675
C -0.306 1.234 -4.499
C -0.722 2.403 -3.869
C -0.864 2.534 -2.496
C -0.627 1.388 -1.671
O -0.863 1.437 -0.381
C -1.206 3.896 -1.877
C -1.360 4.996 -2.929
C -0.072 4.290 -0.913
C -2.530 3.822 -1.103
C -0.095 1.124 -6.005
C -0.590 2.360 -6.760
C 1.411 0.966 -6.269
C -0.846 -0.101 -6.548
C 0.337 -2.648 0.136
C 1.713 -2.278 0.590
C 2.795 -3.008 0.145
C 4.070 -2.804 0.665
C 4.197 -1.826 1.649
C 3.142 -1.068 2.133
C 1.841 -1.297 1.596
O 0.782 -0.664 2.038
C 3.354 -0.010 3.217
C 2.969 1.364 2.641
C 2.461 -0.344 4.428
C 4.803 0.062 3.703
C 5.229 -3.666 0.185
C 5.414 -3.474 -1.329
C 4.907 -5.142 0.479
C 6.551 -3.329 0.876
H -4.803 -2.899 1.579
H -4.748 -1.485 0.505
H -4.590 -1.277 2.251
H -2.815 -3.735 2.611
H -2.720 -2.141 3.385
H -1.315 -2.778 2.543
H -3.470 -3.114 -0.433
H -2.036 -3.736 0.353
H -2.267 -1.227 -1.395
H -1.512 -2.770 -1.792
H 0.663 -1.725 -2.203
H 1.306 -0.596 -1.015
H 0.388 -0.753 -4.113
H -0.931 3.260 -4.489
H -0.435 5.153 -3.485
H -1.615 5.932 -2.431
H -2.166 4.771 -3.631
H 0.876 4.348 -1.449
H 0.024 3.556 -0.116
H -0.279 5.261 -0.458
H -3.338 3.509 -1.767
H -2.776 4.807 -0.699
H -2.442 3.122 -0.279
H 0.014 3.237 -6.524
H -1.636 2.574 -6.531
H -0.513 2.181 -7.833
H 1.961 1.804 -5.838
H 1.603 0.945 -7.344
H 1.800 0.046 -5.832
H -1.918 0.004 -6.373
H -0.512 -1.024 -6.077
H -0.681 -0.194 -7.623
H 0.418 -3.450 -0.608
H -0.193 -3.039 1.001
H 2.631 -3.778 -0.600
H 5.180 -1.648 2.058
H 1.913 1.394 2.379
H 3.557 1.576 1.746
H 3.169 2.149 3.373
H 1.414 -0.341 4.140
H 2.612 0.393 5.220
H 2.716 -1.331 4.819
H 5.482 0.348 2.899
H 5.133 -0.887 4.128
H 4.878 0.821 4.484
H 4.514 -3.739 -1.883
H 6.228 -4.105 -1.688
H 5.661 -2.435 -1.551
H 4.012 -5.475 -0.046
H 4.753 -5.291 1.549
H 5.737 -5.775 0.162
H 6.856 -2.301 0.674
H 7.332 -3.987 0.496
H 6.488 -3.481 1.954
C -1.381 1.348 6.131
N -2.508 1.404 5.217
C -3.840 1.363 5.564
C -4.559 1.408 4.432
N -3.659 1.480 3.370
C -2.389 1.463 3.871
S -0.915 1.621 3.078
C -4.057 1.535 2.018
C -5.281 2.124 1.716
C -5.753 2.064 0.419
C -4.981 1.424 -0.537
C -3.748 0.931 -0.159
N -3.281 0.981 1.093
H -1.700 1.677 7.116
H -0.588 1.994 5.765
H -0.993 0.331 6.193
H -4.163 1.317 6.589
H -5.620 1.351 4.286
H -5.833 2.644 2.484
H -6.705 2.506 0.163
H -5.327 1.323 -1.555
H -3.090 0.479 -0.887
```

E, eV: -70827.772
Multiplicity: 1
Net charge: +1
M, g mol⁻¹: 906.3

=====

# 2
A cluster of 2 separate species, C4H11NO2 in total, computed with ωB97M-V with the def2-TZVPD basis set.

Geometry as XYZ:
```
18
C4H11NO2 | OMol25 | ωB97M-V with the def2-TZVPD basis set
C -0.924 1.340 -1.616
N -0.754 0.566 -0.510
C -0.712 -0.837 -0.642
C 0.741 -1.357 -0.738
C 1.430 -1.377 0.633
O -1.525 1.137 -2.659
H -0.673 2.378 -1.317
H -1.015 1.005 0.390
H -1.339 -1.110 -1.460
H -1.154 -1.253 0.307
H 1.202 -0.667 -1.435
H 0.778 -2.360 -1.232
H 2.514 -1.674 0.590
H 1.496 -0.421 1.102
H 1.031 -2.088 1.391
H -1.114 2.546 2.512
H 0.447 2.323 2.291
O -0.428 1.848 2.395
```

E, eV: -9901.772
Multiplicity: 2
Net charge: +1
M, g mol⁻¹: 105.1

=====

# 3
The molecule C3H6N4, computed with ωB97M-V with the def2-TZVPD basis set.

Geometry as XYZ:
```
13
C3H6N4 | OMol25 | ωB97M-V with the def2-TZVPD basis set
C 1.699 -1.166 -0.018
N 0.376 -0.556 -0.035
N -0.760 -1.330 0.010
N -1.764 -0.524 0.024
C -1.348 0.753 0.011
C 0.024 0.772 0.015
N 0.949 1.791 -0.068
H 2.358 -0.498 -0.551
H 1.591 -2.146 -0.491
H 2.068 -1.322 1.021
H -2.034 1.605 -0.039
H 0.536 2.677 -0.223
H 1.632 1.856 0.717
```

SMILES: Cn1nncc1N
E, eV: -9167.626
Multiplicity: 1
M, g mol⁻¹: 98.1

=====

# 4
The ion C12H21N3O4PS with charge +1, computed with ωB97M-V with the def2-TZVPD basis set.

Geometry as XYZ:
```
42
C12H21N3O4PS | OMol25 | ωB97M-V with the def2-TZVPD basis set
H 3.140 1.231 2.587
N 2.147 1.003 2.353
C 1.940 1.100 1.002
C 3.265 1.596 0.109
C 0.566 0.843 0.168
C -0.460 -0.298 0.671
N -1.396 0.082 1.825
C -1.079 1.248 2.430
S -0.919 2.858 3.027
C -1.609 -0.417 -0.553
C -2.419 0.973 -0.827
P -1.958 1.874 -2.458
O -2.583 1.161 -3.752
O -2.672 3.496 -2.333
O -0.249 2.130 -2.678
C -1.079 -1.041 -1.949
C -0.505 -2.557 -1.618
C 0.684 -2.275 -0.474
N 0.063 -1.699 0.819
C 1.041 -2.015 1.895
C 0.625 -1.733 3.444
O 1.597 -1.477 4.359
H 3.069 1.209 -0.984
H 3.360 2.771 0.059
H 4.268 1.071 0.476
H 0.068 1.915 0.001
H 0.933 0.540 -0.929
H -2.405 -1.187 -0.107
H -3.571 0.678 -0.930
H -2.371 1.772 0.024
H -2.657 3.677 -1.331
H -0.008 3.102 -2.703
H -0.209 -0.471 -2.486
H -1.939 -1.178 -2.733
H -0.107 -3.135 -2.555
H -1.388 -3.116 -1.058
H 1.193 -3.316 -0.317
H 1.533 -1.553 -0.886
H -0.791 -2.317 0.978
H 2.136 -1.563 1.745
H 1.228 -3.196 1.847
H -0.481 -1.786 3.845
```

SMILES: [H]/N=C(\C)C[C@@]1(N=C=S)[C@@H](CP(=O)(O)O)CCC[N@H+]1CC=O
E, eV: -45555.403
Multiplicity: 1
Net charge: +1
M, g mol⁻¹: 334.4

=====

# 5
A cluster of 2 separate species, C4H14N2O in total, computed with ωB97M-V with the def2-TZVPD basis set.

Geometry as XYZ:
```
21
C4H14N2O | OMol25 | ωB97M-V with the def2-TZVPD basis set
C -2.486 0.730 -1.502
N -1.961 1.347 -0.304
C -0.554 1.609 -0.326
C 0.302 0.376 0.027
N 0.179 0.067 1.434
C 0.905 -1.081 1.930
H -2.274 -0.344 -1.600
H -3.551 0.872 -1.601
H -2.019 1.106 -2.433
H -2.460 2.205 -0.113
H -0.290 2.357 0.435
H -0.153 1.961 -1.274
H 1.280 0.628 -0.404
H -0.082 -0.501 -0.508
H 0.236 0.919 1.941
H 1.032 -1.025 3.011
H 1.858 -1.190 1.422
H 0.267 -1.949 1.729
H 3.214 -1.950 -0.934
H 3.650 -3.368 -0.393
O 2.909 -2.769 -0.537
```

E, eV: -9393.696
Multiplicity: 2
Net charge: +1
M, g mol⁻¹: 106.2

=====

# 6
A cluster of 6 separate species, C36H71ClN4O14PS2 in total, computed with ωB97M-V with the def2-TZVPD basis set.

Geometry as XYZ:
```
129
C36H71ClN4O14PS2 | OMol25 | ωB97M-V with the def2-TZVPD basis set
C 0.675 -0.675 3.731
C 1.114 0.565 2.952
C 0.761 1.873 3.615
N -0.690 2.122 3.758
C -0.869 3.308 4.572
C -2.308 3.798 4.625
S -3.339 2.414 5.291
C -2.359 5.026 5.554
C -2.250 4.745 7.048
S -3.892 4.780 7.834
C -3.517 3.991 9.331
N -4.162 4.184 10.449
N -3.588 3.298 11.365
C -2.657 2.680 10.727
O -2.542 3.055 9.429
N -2.849 4.121 3.253
O -2.554 5.462 2.926
C -1.228 5.732 2.440
C -1.301 6.336 1.049
O -1.767 7.662 1.149
C -0.843 8.643 0.698
C -0.686 8.670 -0.808
P -4.787 4.295 3.500
C -5.452 2.697 2.936
O -5.148 5.260 2.261
C -2.436 3.166 2.198
C -1.349 2.111 2.487
Cl -2.126 0.480 2.213
H 1.497 -1.118 4.281
H -0.182 -0.490 4.373
H 0.360 -1.441 3.028
H 0.758 0.546 1.927
H 2.196 0.554 2.865
H 1.224 2.707 3.074
H 1.169 1.875 4.625
H -0.181 4.121 4.322
H -0.620 3.025 5.593
H -2.381 1.777 5.968
H -3.232 5.645 5.376
H -1.502 5.644 5.291
H -1.685 5.557 7.493
H -1.728 3.830 7.303
H -2.027 1.934 11.172
H -0.562 4.873 2.427
H -0.785 6.478 3.096
H -2.029 5.782 0.456
H -0.323 6.285 0.576
H -1.205 9.610 1.030
H 0.121 8.490 1.194
H 0.181 9.261 -1.088
H -1.574 9.081 -1.276
H -0.525 7.670 -1.204
H -4.740 1.892 2.782
H -6.053 2.839 2.040
H -6.129 2.373 3.723
H -5.312 4.751 1.456
H -2.107 3.719 1.326
H -3.294 2.622 1.830
H -0.611 2.164 1.692
O 2.548 -1.453 1.327
C 1.831 -1.830 0.431
O 1.573 -3.134 0.322
C 0.591 -3.657 -0.591
C 1.176 -3.857 -1.969
C 1.292 -0.872 -0.607
H -0.297 -3.022 -0.601
H 0.290 -4.611 -0.159
H 1.490 -2.914 -2.411
H 0.445 -4.316 -2.636
H 2.046 -4.513 -1.903
H 2.027 -0.767 -1.404
H 1.156 0.096 -0.130
H 0.341 -1.170 -1.040
O 2.790 -6.536 -1.544
C 3.915 -6.703 -1.155
O 4.677 -5.619 -0.925
C 5.950 -5.682 -0.276
C 7.073 -5.957 -1.254
C 4.513 -8.081 -1.000
H 5.930 -6.401 0.543
H 6.079 -4.699 0.174
H 6.965 -6.933 -1.726
H 8.035 -5.929 -0.742
H 7.074 -5.207 -2.044
H 4.950 -8.380 -1.952
H 3.711 -8.770 -0.752
H 5.268 -8.154 -0.221
O 1.717 -2.021 -4.639
C 1.029 -2.407 -5.549
O 0.816 -3.723 -5.678
C -0.135 -4.269 -6.610
C 0.475 -4.474 -7.979
C 0.474 -1.461 -6.589
H -1.033 -3.661 -6.651
H -0.425 -5.228 -6.188
H 0.782 -3.530 -8.429
H -0.247 -4.951 -8.640
H 1.360 -5.107 -7.906
H 1.212 -1.345 -7.382
H 0.316 -0.495 -6.117
H -0.470 -1.782 -7.023
O 2.113 2.306 0.474
C 3.264 2.284 0.117
O 3.559 2.735 -1.109
C 4.904 2.910 -1.575
C 5.464 1.636 -2.172
C 4.343 1.667 0.972
H 5.537 3.308 -0.781
H 4.834 3.681 -2.339
H 5.537 0.842 -1.429
H 6.459 1.817 -2.579
H 4.817 1.280 -2.972
H 4.382 0.599 0.759
H 4.067 1.800 2.014
H 5.329 2.104 0.829
O -3.135 -3.906 -7.651
C -3.731 -4.809 -7.128
O -3.049 -5.923 -6.807
C -3.602 -6.980 -6.014
C -4.360 -7.985 -6.855
C -5.224 -4.759 -6.903
H -4.211 -6.576 -5.205
H -2.741 -7.458 -5.549
H -5.225 -7.532 -7.340
H -4.708 -8.811 -6.236
H -3.714 -8.382 -7.638
H -5.723 -5.133 -7.796
H -5.507 -3.720 -6.756
H -5.563 -5.325 -6.039
```

E, eV: -116581.466
Multiplicity: 1
Net charge: +1
M, g mol⁻¹: 914.5

=====

# 7
The molecule H5NOSi, computed with ωB97M-V with the def2-TZVPD basis set.

Geometry as XYZ:
```
8
H5NOSi | OMol25 | ωB97M-V with the def2-TZVPD basis set
N 0.908 -0.156 -0.651
Si -0.372 -0.015 0.546
O -1.808 0.257 -0.265
H 0.833 0.505 -1.338
H 1.776 0.032 -0.296
H -0.481 -1.456 1.063
H -0.193 0.805 1.858
H -2.011 -0.454 -0.855
```

SMILES: N[SiH2]O
E, eV: -11497.496
Multiplicity: 1
M, g mol⁻¹: 63.1

=====

# 8
The ion C5H9N2 with charge +1, computed with ωB97M-V with the def2-TZVPD basis set.

Geometry as XYZ:
```
16
C5H9N2 | OMol25 | ωB97M-V with the def2-TZVPD basis set
C 1.645 -1.252 -1.411
C 0.832 -1.572 -0.160
C 0.068 -0.386 0.276
C 0.291 0.581 1.195
N -0.637 1.580 0.966
C -1.426 1.239 -0.048
N -0.991 0.081 -0.510
H 2.178 -2.123 -1.786
H 1.023 -0.843 -2.201
H 2.425 -0.548 -1.112
H 1.520 -1.858 0.638
H 0.198 -2.453 -0.286
H 0.957 0.668 2.031
H -0.812 2.373 1.569
H -2.136 1.933 -0.451
H -1.480 -0.542 -1.139
```

SMILES: CCc1c[nH]c[nH+]1
E, eV: -8305.128
Multiplicity: 1
Net charge: +1
M, g mol⁻¹: 97.1

=====

# 9
The molecule C4H4N2O, computed with ωB97M-V with the def2-TZVPD basis set.

Geometry as XYZ:
```
11
C4H4N2O | OMol25 | ωB97M-V with the def2-TZVPD basis set
N 2.509 -0.083 -0.267
C 1.302 -0.202 -0.185
C 0.214 -1.066 -0.081
C -1.088 -0.616 0.011
C -1.566 0.704 0.060
N -0.799 1.784 -0.038
O 0.427 1.561 -0.326
H 3.031 0.540 0.333
H 0.428 -2.126 0.077
H -1.845 -1.383 0.143
H -2.614 0.886 0.274
```

SMILES: N=C=C/C=C\N=O
E, eV: -9236.440
Multiplicity: 1
M, g mol⁻¹: 96.1

=====

# 10
A structure of composition C7H13HgO7S, computed with ωB97M-V with the def2-TZVPD basis set.

Geometry as XYZ:
```
29
C7H13HgO7S | OMol25 | ωB97M-V with the def2-TZVPD basis set
Hg 5.782 -2.614 -0.119
C 2.642 -1.458 0.477
O 3.858 -1.511 -0.100
H 2.633 -1.262 1.554
H 2.022 -0.636 0.062
H 1.966 -2.292 0.241
C -0.187 0.424 -2.460
C 0.042 0.487 -3.959
O 0.175 -0.847 -4.413
S -0.389 -1.950 -3.369
O 0.728 -2.760 -2.959
O -1.546 -2.583 -3.899
O -0.722 -0.867 -2.173
H -0.816 1.166 -1.977
H 0.811 0.509 -2.010
H 0.877 1.123 -4.238
H -0.844 0.984 -4.365
O -3.051 3.190 2.191
C -2.256 2.352 2.452
O -1.011 2.297 1.915
C -0.274 1.113 2.221
C -0.986 0.563 3.417
C -2.408 1.074 3.288
H 0.801 1.263 2.348
H -0.265 0.444 1.350
H -0.535 0.889 4.354
H -0.981 -0.529 3.398
H -3.052 0.980 4.160
H -3.013 0.452 2.612
```

E, eV: -36799.113
Multiplicity: 1
Net charge: +1
M, g mol⁻¹: 441.8

=====

- Which of these has the highest E?
  C5H9N2

=====

- Which of these has the highest M?
  C36H71ClN4O14PS2

=====

- The lowest M belongs to which entry?
  H5NOSi